53
Properties=species:S:1:pos:R:3:mulliken_charge:R:1 method="wB97M-V/def2-TZVPD" e_tot_ha=-1042.47646 total_charge=-1 max_force_ha_per_bohr=0.3627 homo_ev=-1.949
C -2.35 -1.59 -2.13 -0.24
C -2.27 -4.72 -1.25 -0.55
N 0.52 4.54 3.54 -0.48
C -1.29 -2.63 -2.72 0.76
H 4.86 -0.19 2.13 0.29
C -3.42 -2.11 -1.02 -0.61
N 2.79 0.67 -0.73 -0.20
H -2.23 -5.83 -0.92 0.21
C -1.73 5.12 2.11 -0.36
O 0.77 -1.86 -1.46 -0.57
B 0.81 -0.77 -0.48 0.37
C -0.48 4.79 2.90 0.26
H -2.90 1.85 1.69 0.34
H 6.11 1.01 2.42 0.31
H 4.10 1.53 3.74 0.32
C 1.19 0.08 -2.72 -0.55
C 3.89 0.88 -0.20 0.13
H -0.59 -1.15 -4.42 0.33
H 3.10 1.58 2.29 0.23
C -4.33 -4.25 0.53 -1.03
C -1.22 -4.19 -2.34 -0.51
H -2.30 -0.49 -2.49 0.11
H 1.45 -1.11 0.46 -0.29
H -0.41 -4.83 -2.87 0.25
C -3.32 -3.66 -0.61 0.79
H 2.13 -2.08 -3.09 0.28
C 1.09 -1.56 -2.88 0.34
N -0.49 -0.28 0.17 -0.39
H -0.21 0.29 1.00 0.11
H 0.14 -2.89 -4.56 0.33
H -4.68 -3.37 1.22 0.27
C 5.23 1.14 0.46 -0.53
H 0.22 0.52 -3.20 0.14
C -0.18 -2.06 -3.81 -1.22
H -3.00 3.78 3.24 0.30
C -2.71 3.95 2.20 -0.54
H 5.52 2.17 0.28 0.26
H 2.22 0.42 -3.15 0.29
H -4.18 -1.36 -0.54 0.21
H -1.86 2.77 0.58 0.31
H -3.84 -5.11 1.15 0.28
O 1.23 0.40 -1.28 -0.35
C 5.13 0.86 1.96 -0.42
H -2.18 6.02 2.51 0.29
H -3.63 4.21 1.65 0.33
H 5.98 0.48 0.00 0.25
H -1.45 5.31 1.07 0.28
C 4.11 1.75 2.67 -1.00
H -5.24 -4.71 -0.04 0.24
H -1.27 2.31 2.19 0.27
H 4.36 2.81 2.53 0.29
H -1.03 -1.09 0.56 0.08
C -2.15 2.65 1.63 -1.01

---

57
Properties=species:S:1:pos:R:3:mulliken_charge:R:1 method="wB97M-V/def2-TZVPD" e_tot_ha=-2448.80613 total_charge=0 max_force_ha_per_bohr=0.1621 homo_ev=-8.872 smiles="O=S1(=O)CCCC1.O=S1(=O)CCCC1.O=S1(=O)CCCC1.Fc1ccccc1"
H 3.42 28.46 26.73 0.28
H 0.36 22.71 31.39 0.31
H -0.58 32.85 32.90 0.27
F 0.38 29.65 29.93 -0.29
H 1.86 21.77 30.78 0.30
C 0.15 27.43 27.06 -0.46
H 6.23 30.28 28.68 0.28
H 4.09 24.96 30.39 0.13
H 2.86 31.22 31.87 0.20
H 5.26 28.75 26.98 0.47
S 4.55 27.47 28.63 1.08
C 0.36 29.22 28.66 0.32
O 0.83 25.12 30.61 -0.70
H 4.37 23.96 32.90 0.24
H 0.01 30.42 25.45 0.45
H 5.14 30.95 29.93 0.18
C 0.11 30.08 27.54 0.13
C 4.30 28.68 27.39 -0.86
O 2.46 32.26 29.88 -0.52
H 4.62 28.54 30.50 0.53
H 6.24 28.50 30.33 0.38
H 1.55 31.55 33.93 0.32
H 0.00 27.91 25.09 0.58
O 3.34 26.95 29.19 -0.49
H -0.02 26.37 26.75 0.34
C 4.08 29.92 28.08 0.24
C 3.32 24.60 31.18 -0.57
H 4.28 30.71 27.20 0.27
H 3.08 30.03 28.39 -0.23
H 0.35 31.24 27.86 -0.06
H 0.06 31.06 32.18 0.17
C 0.29 32.99 31.06 -0.78
C 1.40 32.35 33.21 -0.58
C 2.48 32.18 32.30 -0.67
H 4.22 22.90 31.49 0.35
O 5.52 26.54 28.20 -0.76
H -0.03 33.89 31.24 0.69
C 0.00 29.75 26.27 -0.52
H 1.87 23.48 33.26 0.28
H 3.49 32.57 32.60 0.43
S 1.98 33.11 30.86 1.05
S 1.83 24.05 30.36 1.25
H 2.65 21.69 32.89 0.26
C 0.21 32.19 32.36 -0.25
H 3.15 25.42 31.63 0.56
C 0.02 28.34 25.98 -0.58
C 5.18 30.15 29.06 -0.48
O 1.93 23.62 28.99 -0.71
C 2.45 22.86 32.58 -0.32
C 3.63 23.54 32.07 -0.71
H -0.49 32.50 30.14 0.16
C 1.57 22.73 31.41 -0.67
C 0.25 27.86 28.39 -0.30
H 1.78 33.44 33.48 0.24
C 5.23 28.74 29.76 -0.91
H 0.36 27.14 29.19 0.42
O 2.50 34.45 31.09 -0.73

---

52
Properties=species:S:1:pos:R:3:lowdin_spin:R:1 method="wB97M-V/def2-TZVPD" e_tot_ha=-1604.49826 total_charge=+1 max_force_ha_per_bohr=0.0871 homo_ev="-11.471 / -11.459" spin_multiplicity=2 e_above_lowest_kcal_mol=79.8
H 3.47 2.25 -1.96 0.00
C 2.21 0.60 0.81 0.00
C -3.54 -3.47 2.23 0.00
H 0.91 2.00 1.88 0.00
S -2.99 2.31 -0.27 0.46
H 2.32 2.76 1.11 0.00
C 1.30 2.00 -2.09 -0.01
H 0.81 -0.63 1.96 0.00
H -3.44 -3.07 -2.35 0.00
H 0.22 2.57 -3.88 0.00
C -3.20 -2.68 -1.37 0.00
H 2.46 -0.63 2.57 0.00
C -3.22 -2.91 3.43 0.00
H -2.32 -0.87 -2.16 0.00
Si 1.11 0.57 -0.78 -0.02
H 2.95 1.06 -3.17 0.00
H 3.88 -0.38 -0.21 0.00
N -1.50 0.18 2.42 0.02
H 0.78 -1.19 -2.53 0.00
H 2.53 1.80 2.57 0.00
H 2.07 -1.56 1.13 0.00
H 2.47 -1.10 -2.03 0.00
H -3.49 -3.41 4.35 0.00
C 0.99 3.35 -1.42 0.00
C -3.20 -2.80 1.03 0.00
C 1.86 -0.63 1.66 0.00
C -3.51 -3.35 -0.23 -0.01
H 3.99 1.39 -0.19 0.00
C 1.97 1.87 1.64 0.00
H -4.07 -4.41 2.17 0.00
H 0.51 0.83 -3.76 0.00
C -2.21 -0.99 2.35 0.00
C 1.44 -1.06 -1.67 0.00
H -0.74 1.60 -2.77 0.00
C -2.54 -1.54 1.07 0.00
H -1.42 0.60 3.33 0.00
N -2.24 -0.89 -0.11 0.00
C 0.26 1.73 -3.19 0.00
H 0.99 4.15 -2.17 0.00
C -2.56 -1.44 -1.27 0.00
Ir -1.25 1.00 -0.35 0.57
C 2.70 2.01 -2.70 0.00
H 1.74 3.60 -0.67 0.00
H 1.28 -1.90 -1.00 0.00
C -2.55 -1.68 3.49 0.00
C 3.68 0.51 0.38 0.00
H -4.02 -4.31 -0.27 0.00
H 0.00 3.34 -0.94 -0.01
H 4.30 0.47 1.28 0.00
H -2.29 -1.25 4.45 0.00
H 2.76 2.78 -3.48 0.00
H -1.68 0.84 1.67 0.00

---

56
Properties=species:S:1:pos:R:3:mulliken_charge:R:1 method="wB97M-V/def2-TZVPD" e_tot_ha=-1339.45785 total_charge=-1 max_force_ha_per_bohr=0.0875 homo_ev=-2.626 e_above_lowest_kcal_mol=0.0
H 3.64 -0.37 -0.28 0.32
C 5.04 -2.79 1.74 -1.71
H 4.82 -3.21 2.72 0.41
N 0.41 -1.99 1.08 -0.38
H -2.03 4.69 0.86 0.25
H -5.11 0.20 0.19 0.42
C -1.09 4.64 0.29 -0.59
C -1.81 -1.77 1.05 0.58
H -5.13 0.19 1.95 0.40
H 3.81 -1.00 3.41 0.38
H -0.65 2.87 1.48 0.17
H -5.32 -2.84 2.37 0.43
O 1.84 -0.28 0.81 -0.52
N -0.54 -1.22 1.05 0.21
H 3.36 0.18 2.19 0.26
H 1.68 -0.53 -5.23 0.40
H 0.48 1.78 -0.28 -0.12
H 2.68 0.41 -4.12 0.28
C 0.62 1.04 -4.16 -0.20
C 1.69 -1.45 1.07 0.63
H 0.74 1.82 -4.92 0.29
H 5.02 -3.60 1.02 0.41
C 4.35 -1.15 -0.01 -1.58
H 5.35 -0.73 -0.04 0.45
C -5.23 -0.44 1.06 -1.68
H -0.39 0.62 -4.28 0.31
H -3.59 -3.20 -0.20 0.37
H 1.56 -0.78 -3.49 0.23
O -1.11 2.84 -3.75 -0.71
H 5.07 -0.16 2.50 0.46
H 6.05 -2.38 1.76 0.38
O 2.71 -2.31 1.37 -0.49
O -1.93 -2.97 1.04 -0.56
H -4.18 -1.80 3.22 0.37
C -4.32 -2.39 -0.20 -1.62
H 1.47 3.20 -0.61 0.23
C -4.16 -1.54 1.07 1.71
H -3.59 -3.20 2.33 0.37
C 1.69 -0.03 -4.27 -1.15
C -0.35 2.60 -2.82 0.00
C 4.02 -1.71 1.38 1.89
O -2.86 -0.90 1.08 -0.38
H 0.68 4.03 1.47 0.31
H 4.28 -1.94 -0.76 0.37
H -4.15 -1.79 -1.08 0.39
C 4.07 -0.60 2.44 -1.55
C -0.12 3.59 0.85 -0.53
C -0.44 3.25 -1.54 0.59
C -4.33 -2.40 2.32 -1.62
H -5.31 -2.83 -0.25 0.44
O -2.25 4.77 -1.81 -0.78
O 0.65 1.67 -2.91 -0.22
C -1.36 4.26 -1.14 0.25
H -6.23 -0.87 1.05 0.39
H -0.64 5.64 0.32 0.18
C 0.45 2.87 -0.39 -0.13